{
  "formula": "NO3Pb2",
  "method": "ωB97M-V/def2-TZVPD",
  "elements": ["Pb", "Pb", "N", "O", "O", "O"],
  "coordinates": [[-20.384, -9.929, 9.736], [-26.512, -8.716, 11.560], [-23.582, -9.647, 11.374], [-22.586, -9.699, 10.607], [-23.619, -8.820, 12.288], [-24.608, -10.331, 11.170]],
  "lowdin_charge": [1.9804, 1.9613, -0.5333, -0.2954, 0.0375, -0.1504],
  "mol_weight_g_mol": 476.40,
  "charge": 3
}

---

{
  "formula": "C2H3N3O",
  "method": "ωB97M-V/def2-TZVPD",
  "elements": ["O", "C", "C", "N", "N", "N", "H", "H", "H"],
  "coordinates": [[0.763, 1.112, -1.054], [0.257, 0.189, -0.342], [0.755, -0.125, 0.937], [-0.310, -0.837, 1.571], [-1.183, -1.092, 0.815], [-0.832, -0.498, -0.411], [0.081, 1.617, -1.793], [1.785, -0.169, 1.481], [-1.315, -0.197, -1.204]],
  "lowdin_charge": [0.0824, -0.5253, -0.0492, -0.0509, -0.0330, 0.0707, 0.2497, 0.1247, 0.1308],
  "smiles": "Oc1cnn[nH]1",
  "mol_weight_g_mol": 85.07
}

---

The relative energy (zero: lowest compared OMol25 entry of this formula, charge and spin) results, record by record, are as follows: 4.61; 85.44 kcal per mole.
The DFT total energy results, record by record, are as follows: -664.81000; -317.39617 Eh.